C29H44BrCdN3P2 | ωB97M-V with the def2-TZVPD basis set

Positions of all 80 atoms, in Å:
C (2.448, 4.747, -0.672)
C (1.364, 4.147, -1.339)
C (1.506, 3.853, -2.715)
C (2.809, 3.820, -3.250)
N (3.872, 4.098, -2.491)
C (3.720, 4.665, -1.286)
C (0.214, 3.664, -0.611)
C (-0.612, 3.093, 0.102)
C (-1.798, 2.616, 0.790)
C (-1.956, 1.448, 1.613)
C (-3.260, 0.963, 1.967)
C (-4.393, 1.688, 1.552)
C (-4.247, 2.980, 0.981)
C (-2.951, 3.406, 0.620)
Cd (-0.637, -0.649, 0.799)
P (1.929, -0.273, 0.025)
H (0.621, 3.518, -3.272)
H (2.297, 5.113, 0.355)
H (2.969, 3.531, -4.298)
H (4.608, 5.049, -0.769)
H (-2.808, 4.378, 0.132)
H (-1.085, 1.124, 2.230)
H (-5.116, 3.627, 0.778)
H (-3.442, 0.040, 2.545)
C (2.536, -2.009, 0.270)
C (3.748, -2.506, -0.514)
H (1.665, -2.648, 0.053)
H (2.745, -2.098, 1.349)
H (3.919, -3.561, -0.263)
H (3.625, -2.463, -1.602)
H (4.666, -1.971, -0.245)
C (2.226, 0.079, -1.778)
C (3.634, 0.443, -2.261)
H (1.536, 0.914, -1.986)
H (1.874, -0.803, -2.344)
H (3.631, 0.442, -3.362)
H (3.950, 1.453, -1.962)
H (4.402, -0.279, -1.947)
C (3.137, 0.810, 0.917)
C (4.600, 0.374, 1.002)
H (2.708, 0.893, 1.929)
H (3.073, 1.809, 0.453)
H (5.150, 1.090, 1.625)
H (4.746, -0.609, 1.462)
H (5.101, 0.377, 0.025)
Br (-6.186, 0.951, 1.735)
P (-1.841, -1.611, -1.223)
C (-0.741, -2.441, -2.442)
C (-1.299, -3.755, -2.965)
H (0.225, -2.626, -1.939)
H (-0.530, -1.763, -3.286)
H (-0.537, -4.249, -3.574)
H (-1.571, -4.442, -2.160)
H (-2.181, -3.626, -3.601)
C (-2.841, -2.911, -0.377)
C (-4.169, -3.204, -1.052)
H (-3.027, -2.535, 0.641)
H (-2.258, -3.839, -0.270)
H (-4.761, -3.880, -0.429)
H (-4.767, -2.302, -1.205)
H (-4.059, -3.689, -2.027)
C (-2.979, -0.499, -2.142)
C (-3.286, -1.000, -3.556)
H (-2.473, 0.480, -2.200)
H (-3.915, -0.336, -1.579)
H (-3.866, -0.255, -4.114)
H (-2.380, -1.198, -4.137)
H (-3.880, -1.923, -3.567)
C (-0.624, -0.164, 6.607)
N (-0.489, -0.637, 5.249)
C (-0.181, -1.940, 4.871)
C (-0.171, -1.980, 3.508)
N (-0.449, -0.690, 3.062)
C (-0.650, 0.106, 4.130)
H (-1.472, -0.643, 7.092)
H (0.275, -0.408, 7.170)
H (-0.775, 0.912, 6.610)
H (0.020, -2.691, 5.605)
H (0.039, -2.777, 2.786)
H (-0.926, 1.182, 4.172)

Results
charge	+2
multiplicity	1
frontier orbital gap	8.237	eV
energy above the lowest of the compared OMol25 structures with the same formula, charge and spin	5.51	kcal/mol
calculated total energy	-128426.465	eV
LUMO	-0.20335	Eh